Record 1
{"formula": "C73H56AsCl5F10N4P3Sn", "method": "wB97M-V/def2-TZVPD", "species": ["Sn", "As", "Cl", "Cl", "Cl", "Cl", "Cl", "P", "P", "P", "F", "F", "F", "F", "F", "F", "F", "F", "F", "F", "N", "N", "N", "N", "C", "C", "C", "C", "C", "C", "C", "C", "C", "C", "C", "C", "C", "C", "C", "C", "C", "C", "C", "C", "C", "C", "C", "C", "C", "C", "C", "C", "C", "C", "C", "C", "C", "C", "C", "C", "C", "C", "C", "C", "C", "C", "C", "C", "C", "C", "C", "C", "C", "C", "C", "C", "C", "C", "C", "C", "C", "C", "C", "C", "C", "C", "C", "C", "C", "C", "C", "C", "C", "C", "C", "C", "C", "H", "H", "H", "H", "H", "H", "H", "H", "H", "H", "H", "H", "H", "H", "H", "H", "H", "H", "H", "H", "H", "H", "H", "H", "H", "H", "H", "H", "H", "H", "H", "H", "H", "H", "H", "H", "H", "H", "H", "H", "H", "H", "H", "H", "H", "H", "H", "H", "H", "H", "H", "H", "H", "H", "H", "H"], "positions_angstrom": [[-0.261, -1.219, -0.131], [-4.181, 5.888, 2.925], [-2.976, 1.944, -0.171], [-2.339, -3.246, -1.470], [-5.182, -3.292, -2.711], [-5.893, 1.859, -1.247], [-6.968, -0.724, -2.628], [2.342, 0.292, -2.191], [-0.240, 1.728, -1.964], [-0.940, 2.504, 2.708], [-0.264, -4.976, 2.660], [-4.748, -6.251, 2.318], [-0.200, -4.665, -4.394], [1.912, -7.629, -1.428], [-3.600, -1.788, 1.538], [-2.128, -6.809, 2.836], [-5.419, -3.688, 1.622], [0.451, -2.620, -2.818], [0.456, -7.241, -3.701], [2.614, -5.648, 0.145], [-0.887, -2.228, 1.901], [1.318, 1.558, -2.722], [1.664, -0.723, 1.543], [1.630, -2.898, -0.409], [2.902, -0.517, -3.740], [-4.901, 0.441, -1.317], [3.783, -1.919, -5.984], [-2.633, 7.094, 3.066], [-4.445, 5.445, 4.810], [2.823, -1.592, 1.289], [-0.253, 4.293, -0.918], [0.214, -2.265, 2.860], [-2.764, 0.787, 6.012], [-1.803, 4.118, 3.084], [-2.551, 1.743, -3.651], [-0.594, 5.634, -3.319], [-3.171, -3.035, 1.775], [1.519, -6.391, -1.758], [6.202, 2.537, -0.944], [-1.808, 7.224, 4.181], [-3.812, -5.301, 2.210], [-0.362, 3.564, -2.101], [-3.496, -0.363, 4.031], [-5.394, -0.710, -1.921], [2.607, 4.282, 3.698], [2.532, -2.983, 0.729], [0.764, -3.869, -2.408], [-4.588, -1.844, -1.979], [-0.522, 4.247, -3.305], [2.079, 0.682, 1.497], [3.117, 3.510, 4.735], [3.874, 2.599, -1.561], [0.436, -4.909, -3.242], [-1.797, -3.252, 2.010], [3.037, 0.131, -4.966], [-4.845, 3.851, 6.582], [-4.804, 6.197, 7.082], [6.225, 1.170, -1.191], [-1.788, -0.605, -4.931], [5.077, 0.522, -1.622], [-3.127, 4.297, 2.355], [-3.308, -1.780, -1.443], [-3.555, -0.183, 5.404], [-1.943, 1.601, 5.247], [-2.640, 0.425, 3.268], [3.211, -1.873, -3.650], [0.621, 2.891, 3.614], [-1.322, 1.162, -3.337], [-0.951, -0.014, -3.995], [1.859, -5.334, -0.933], [-4.601, 4.131, 5.243], [-1.526, -4.579, 2.401], [-2.490, -5.568, 2.489], [-2.749, -0.650, -0.861], [-0.326, 5.680, -0.930], [3.654, -2.571, -4.767], [0.791, -6.205, -2.913], [-4.929, 4.880, 7.508], [-0.606, 7.915, 4.095], [1.162, 2.104, 4.629], [-1.867, 1.423, 3.865], [1.441, -3.997, -1.165], [2.395, 2.417, 5.189], [-3.595, 0.442, -0.823], [-1.051, 8.412, 1.789], [-4.580, 6.474, 5.742], [-0.503, 6.351, -2.132], [-0.217, 8.496, 2.895], [1.376, 3.970, 3.142], [-3.017, -0.028, -5.218], [-4.141, -4.009, 1.850], [3.474, -0.567, -6.082], [3.891, 1.232, -1.822], [0.991, -0.969, 2.817], [5.026, 3.248, -1.131], [-2.249, 7.714, 1.877], [-3.389, 1.151, -4.584], [2.821, 1.190, -5.057], [0.040, 7.978, 4.963], [1.304, 1.733, -3.721], [-2.567, 0.268, 2.198], [-2.862, 2.657, -3.157], [-0.728, 6.156, -4.260], [0.626, 1.231, 4.977], [-4.967, 2.822, 6.898], [3.571, -0.055, -7.033], [-0.196, -2.345, 3.877], [-4.887, 7.008, 7.795], [5.097, -0.547, -1.809], [-1.365, 2.377, 5.738], [-3.683, -0.496, -5.932], [-0.255, 6.237, -0.001], [-4.111, -1.110, 3.545], [-3.768, 3.420, 2.472], [-2.089, 6.765, 5.119], [-5.096, 4.660, 8.555], [-1.940, 4.176, 4.166], [-2.962, 4.416, 1.282], [3.175, 5.121, 3.315], [4.116, -2.462, -6.861], [-2.793, 0.913, 7.088], [-4.217, -0.796, 6.004], [-0.125, 3.757, 0.019], [-0.762, 8.881, 0.856], [1.004, 4.570, 2.317], [2.537, 0.904, 0.537], [-4.506, 7.505, 5.413], [0.272, -0.157, 2.957], [4.078, 3.750, 5.173], [0.735, 9.009, 2.823], [3.877, -3.629, -4.691], [-0.571, 7.432, -2.148], [2.797, 0.918, 2.296], [3.428, -1.696, 2.204], [1.712, -0.947, 3.650], [-4.531, 3.309, 4.539], [-0.003, -0.480, -3.763], [-1.480, -1.523, -5.418], [3.087, -2.383, -2.698], [-4.350, 1.602, -4.806], [0.891, -3.105, 2.732], [2.799, 1.798, 5.981], [7.097, 3.043, -0.604], [1.205, 1.327, 1.610], [-0.604, 3.692, -4.232], [2.951, 3.154, -1.690], [3.509, -3.378, 0.422], [2.163, -3.660, 1.504], [7.139, 0.608, -1.039], [-1.111, 4.908, 2.800], [5.001, 4.314, -0.933], [3.426, -1.078, 0.539], [-2.891, 7.634, 1.006]], "mulliken_charge": [2.00, 0.09, 0.25, -0.17, -0.22, -0.23, -0.23, 0.83, 1.05, 1.73, -0.39, -0.35, -0.34, -0.34, -0.30, -0.33, -0.34, 0.34, -0.36, -0.39, 1.06, 0.12, 1.11, 0.86, 0.47, -0.18, -0.64, -0.15, 0.14, -1.25, 0.15, -1.29, -1.09, -0.74, -0.53, -0.91, -0.42, 0.28, -0.53, 0.20, 0.67, 0.05, -0.91, 0.47, -0.90, -1.61, -0.23, -0.39, -0.61, 1.06, -0.68, -0.24, -0.25, -0.26, -0.52, -0.49, -0.49, -0.67, -0.64, -0.67, -0.95, 1.33, -1.01, -0.32, 0.60, -0.37, 0.42, 0.18, -0.24, 0.26, -0.10, 0.35, 0.13, -2.09, -0.25, -0.65, 0.53, -0.61, -0.82, -0.46, 0.93, -0.21, -0.84, 0.08, -0.64, -0.48, -0.67, -0.42, -0.58, -0.70, 0.30, -0.86, 0.30, 0.10, -0.70, -0.11, -0.69, 0.42, 0.41, 0.28, -0.60, 0.47, 0.40, 0.29, 0.44, 0.42, 0.83, 0.38, 0.39, 0.41, 0.39, 0.53, 0.65, 0.52, 0.38, 0.38, 0.55, 0.27, 0.51, 0.38, 0.39, 0.44, 0.14, 0.38, 0.31, -0.65, 0.44, -1.22, 0.38, 0.40, 0.48, 0.39, 0.39, 0.20, 0.38, 0.33, -0.37, 0.51, 0.31, 0.40, 0.11, 0.43, 0.37, -1.34, 0.46, 0.36, 0.81, 0.28, 0.41, 0.54, 0.44, 0.29, 0.35], "charge": -1, "max_force_ev_per_a": 0.8, "multiplicity": 1}



Record 2
{"formula": "C74H158N8O10", "method": "wB97M-V/def2-TZVPD", "species": ["O", "O", "O", "O", "O", "O", "O", "O", "O", "O", "N", "N", "N", "N", "N", "N", "N", "N", "C", "C", "C", "C", "C", "C", "C", "C", "C", "C", "C", "C", "C", "C", "C", "C", "C", "C", "C", "C", "C", "C", "C", "C", "C", "C", "C", "C", "C", "C", "C", "C", "C", "C", "C", "C", "C", "C", "C", "C", "C", "C", "C", "C", "C", "C", "C", "C", "C", "C", "C", "C", "C", "C", "C", "C", "C", "C", "C", "C", "C", "C", "C", "C", "C", "C", "C", "C", "C", "C", "C", "C", "C", "C", "H", "H", "H", "H", "H", "H", "H", "H", "H", "H", "H", "H", "H", "H", "H", "H", "H", "H", "H", "H", "H", "H", "H", "H", "H", "H", "H", "H", "H", "H", "H", "H", "H", "H", "H", "H", "H", "H", "H", "H", "H", "H", "H", "H", "H", "H", "H", "H", "H", "H", "H", "H", "H", "H", "H", "H", "H", "H", "H", "H", "H", "H", "H", "H", "H", "H", "H", "H", "H", "H", "H", "H", "H", "H", "H", "H", "H", "H", "H", "H", "H", "H", "H", "H", "H", "H", "H", "H", "H", "H", "H", "H", "H", "H", "H", "H", "H", "H", "H", "H", "H", "H", "H", "H", "H", "H", "H", "H", "H", "H", "H", "H", "H", "H", "H", "H", "H", "H", "H", "H", "H", "H", "H", "H", "H", "H", "H", "H", "H", "H", "H", "H", "H", "H", "H", "H", "H", "H", "H", "H", "H", "H", "H", "H", "H", "H", "H", "H", "H", "H", "H", "H", "H", "H", "H", "H", "H", "H"], "positions_angstrom": [[-3.662, 2.563, 3.702], [1.793, 3.145, -1.401], [1.214, -0.759, 0.758], [0.038, -3.435, -0.178], [7.697, -2.128, 0.761], [-2.211, 1.285, 6.060], [4.382, 2.441, -3.189], [-5.694, 2.948, -3.785], [0.033, 1.839, 0.768], [-2.528, -3.216, -1.781], [4.503, 1.739, -4.344], [-1.213, 0.664, 5.302], [-3.422, -4.047, -1.177], [-4.863, 2.122, 3.190], [-4.487, 2.594, -4.402], [7.043, -1.629, 1.864], [1.829, 4.173, -0.445], [1.097, -4.329, -0.025], [0.705, 1.227, 6.878], [-1.403, -1.522, 6.465], [4.856, -3.091, 1.824], [-4.325, 3.600, 1.119], [-4.628, 1.207, -4.943], [1.525, 6.132, -1.874], [3.448, 2.846, 0.720], [2.792, 5.024, 1.639], [0.653, -4.541, 2.337], [4.019, 0.379, -4.261], [-2.722, -1.019, 4.312], [4.108, -0.387, -5.579], [0.774, -5.339, 1.045], [5.000, -0.920, 0.699], [-5.971, 2.524, 4.114], [-2.103, 2.831, -4.744], [7.926, -1.660, 3.071], [-3.108, 2.333, -2.412], [-5.004, -2.230, -0.395], [-5.157, -5.875, -1.422], [-0.336, 0.851, -0.198], [-3.237, 3.068, -3.764], [9.191, -0.759, 2.902], [2.899, -5.753, -0.997], [4.252, 4.955, -0.416], [-1.410, -0.824, 5.079], [3.748, 0.499, -6.755], [-3.356, 0.962, -5.827], [0.715, 5.990, 0.645], [4.935, -1.111, 3.238], [0.911, -0.086, -0.451], [5.753, -1.588, 4.417], [-4.829, 2.253, 1.719], [0.724, -5.403, -2.312], [1.975, -6.312, 1.247], [-0.298, -1.389, 4.120], [-7.461, 2.500, 1.966], [3.076, 4.278, 0.285], [1.711, -4.770, -1.325], [-5.922, -5.237, -0.272], [-5.800, 1.180, -6.066], [-4.991, -4.080, -3.241], [-7.348, 2.070, 3.474], [0.996, 5.282, -0.697], [-3.876, 1.157, 1.229], [0.134, 1.327, 5.397], [-3.115, -5.833, -2.859], [1.163, 0.572, 4.407], [4.539, 1.790, -6.783], [-4.182, -4.899, -2.156], [-4.170, -3.434, 0.020], [5.524, -1.670, 1.912], [-1.961, 1.320, -5.217], [1.096, -0.940, 4.389], [-0.429, 4.893, -1.051], [7.168, -1.054, 4.301], [-5.867, 1.819, 5.452], [8.386, -3.102, 3.428], [2.526, -6.900, -0.047], [4.857, -0.504, -3.258], [-0.589, -6.106, 0.762], [2.550, 0.356, -3.794], [-6.125, 4.078, 4.268], [2.393, -3.522, -1.945], [-5.049, -4.488, 0.642], [-4.853, 0.021, -4.020], [-3.198, 4.624, -3.612], [-6.294, 1.983, 1.170], [0.102, 2.801, 5.010], [4.342, 2.606, -5.511], [5.544, 3.604, -5.474], [2.954, 3.420, -5.613], [-3.190, -2.849, 1.066], [2.013, 6.256, 1.435], [2.460, 0.557, -2.726], [-3.692, -6.501, -3.498], [-8.460, 2.176, 1.675], [-0.564, 4.355, -1.990], [1.181, -5.533, -3.292], [-5.796, -3.534, -2.749], [2.652, 3.522, -4.571], [4.506, -1.522, -3.087], [0.697, 6.651, -2.357], [5.223, 0.144, 0.784], [2.638, 2.196, 1.049], [3.724, 5.328, 2.116], [-2.666, -6.515, -2.136], [3.337, -1.158, -5.599], [-0.360, -1.539, 6.782], [-4.710, 4.520, 1.559], [5.124, -0.752, -5.731], [-2.471, 4.940, -2.864], [-2.782, -0.446, 3.386], [-6.782, 1.526, -5.746], [-3.531, -0.719, 4.978], [5.745, -2.671, 4.534], [3.743, -5.300, -0.476], [-5.775, 0.756, 5.229], [-0.828, 4.126, -0.389], [-6.370, 2.269, 0.120], [-0.321, -2.438, 4.415], [7.131, 0.034, 4.267], [0.002, 5.357, 1.172], [2.208, 6.898, -1.507], [-3.251, -0.105, -6.025], [7.650, -1.248, 5.259], [-7.019, 4.478, 4.746], [2.136, 2.901, -6.112], [-1.194, 3.276, -4.339], [2.018, -0.595, -3.830], [-4.483, -5.212, 1.227], [-2.854, 1.331, 1.565], [-7.566, 1.013, 3.631], [-2.489, -3.522, 1.560], [1.982, 5.579, -2.694], [1.066, 3.307, 4.957], [0.395, -6.365, -1.919], [-1.387, -5.410, 0.503], [3.943, -1.107, 0.510], [0.799, 2.334, 0.467], [5.182, -3.576, 0.904], [-3.423, 1.400, -6.823], [-2.339, 3.339, -5.680], [-5.812, -2.498, -1.076], [5.577, 4.097, -6.446], [1.648, -7.107, 1.918], [-4.019, 1.143, 0.148], [3.961, 2.248, -0.032], [-1.814, 0.726, -4.315], [1.795, 0.498, -0.705], [7.815, -3.934, 3.015], [5.286, -3.774, 2.557], [-4.385, 3.629, 0.031], [0.454, -5.243, 3.147], [-3.652, 3.481, 3.421], [3.771, -3.097, 1.923], [-4.399, -1.405, -0.771], [0.413, -2.641, 0.211], [1.919, 1.107, -4.269], [0.780, -0.770, -1.289], [5.858, -0.624, -3.673], [1.829, 6.643, 2.437], [5.440, -1.324, -0.213], [3.370, -3.752, -2.369], [-0.522, -6.765, -0.104], [-0.703, 1.324, -1.109], [0.796, 0.192, 7.209], [-0.197, 3.423, 5.854], [-6.402, -6.037, 0.290], [2.132, 0.903, 4.781], [9.694, -0.722, 3.868], [-3.814, -2.653, 1.938], [3.373, -6.286, -1.821], [7.466, -3.057, 0.838], [6.558, 3.219, -5.367], [5.199, 2.266, -2.716], [-4.175, 4.937, -3.244], [-5.905, 3.787, -4.202], [-5.309, -4.583, -4.155], [3.976, -1.535, 3.538], [5.339, 4.340, -4.696], [-1.147, 1.140, -5.919], [-0.476, 3.049, 4.120], [4.282, 4.647, -1.461], [-1.890, -0.934, 7.242], [1.410, -1.241, 5.389], [-1.685, -3.649, -1.628], [-1.133, 5.721, -1.137], [-5.034, -0.900, -4.573], [2.684, 0.733, -6.756], [-2.819, 1.294, -2.572], [4.694, -0.048, 3.266], [-6.029, -6.228, -1.972], [4.762, -0.073, -2.262], [-4.368, -3.329, -3.727], [5.547, 1.443, -7.011], [-4.801, -6.768, -0.908], [-5.915, 0.181, -6.485], [2.557, 6.980, 0.827], [-8.107, 2.621, 4.029], [1.190, 1.060, 3.432], [-6.654, 1.932, 6.197], [-4.093, 2.322, -1.946], [-5.607, -1.853, 0.431], [1.712, -2.940, -2.567], [9.812, -1.008, 2.042], [-4.163, 0.168, 1.585], [-2.630, -1.999, 0.676], [4.340, 2.367, -7.686], [2.290, 4.369, 2.352], [-6.356, 0.896, 1.223], [0.135, 1.653, 7.704], [8.554, -3.186, 4.501], [9.396, -3.242, 3.043], [3.953, -0.088, -7.650], [0.962, -0.182, 1.483], [2.728, -5.625, 1.632], [-3.053, 5.168, -4.545], [1.547, -3.969, 2.585], [-6.124, 4.591, 3.307], [-5.284, 4.503, 4.817], [-2.736, 1.703, 5.373], [-1.677, -2.576, 6.414], [-4.024, -0.283, -3.381], [5.167, -1.215, 5.257], [8.750, 0.211, 2.672], [-6.709, -4.642, -0.735], [1.714, 1.617, 7.012], [-1.126, 0.252, 0.254], [3.410, -7.508, 0.147], [-0.121, -4.782, -2.609], [-4.914, 2.014, 5.944], [4.138, 2.900, 1.561], [-2.324, -5.319, -3.405], [2.562, -2.845, -1.108], [-0.238, -3.913, 2.306], [-5.523, 1.841, -6.887], [1.886, -7.656, -0.502], [-0.893, -6.659, 1.650], [2.159, 3.576, -2.177], [-3.239, 3.576, 1.217], [-2.987, -2.072, 4.218], [-7.623, 3.577, 1.926], [5.187, 4.693, 0.081], [-5.632, -3.908, 1.358], [-0.575, -1.218, 3.079], [3.042, 4.472, -5.887], [0.220, 6.932, 0.405], [1.763, -1.362, 3.637], [-5.652, 0.147, -3.289], [4.198, 6.038, -0.305], [-2.391, 2.744, -1.702]], "mulliken_charge": [0.12, 1.46, 1.29, 2.80, -0.44, -0.64, 0.17, -0.50, 0.44, -0.25, -0.16, 1.11, 0.81, 0.26, 0.22, 0.21, 0.61, 0.14, -1.91, -1.83, -2.28, -1.97, 1.78, -1.41, -1.37, -1.12, -1.52, 1.57, -2.24, -1.04, 1.45, -2.65, 1.49, -2.01, 1.49, -0.09, -1.79, -1.39, -0.14, 1.99, -1.78, -1.35, -1.88, 1.62, -0.70, -1.73, -1.25, -0.32, 0.60, -1.44, 1.66, -1.79, -1.38, -0.56, -0.98, 1.94, 2.54, -0.96, -1.84, -1.61, -1.24, 1.32, -1.27, 1.42, -1.86, -0.36, -1.51, 1.79, 1.80, 2.85, -0.24, -0.19, -1.55, -1.34, -1.86, -1.81, -0.83, -1.50, -1.84, -0.92, -1.71, -2.17, -1.46, -1.77, -1.61, -0.76, -1.92, 1.65, -1.94, -0.67, -1.68, -0.91, -0.37, 0.49, 0.41, 0.06, 0.46, 0.31, -0.39, 0.08, 0.48, 0.48, -0.38, 0.39, 0.28, 0.34, 0.40, 0.24, 0.36, 0.03, 0.13, 0.36, 0.63, 0.34, 0.06, 0.37, -0.38, 0.39, 0.69, 0.42, 0.35, 0.31, 0.45, 0.60, 0.39, 0.24, 0.55, 0.33, 0.41, 0.13, 0.31, 0.20, 0.01, 0.46, 0.33, 0.35, 0.02, -1.01, 0.59, 0.39, 0.56, 0.44, 0.46, 0.42, 0.10, -0.09, 0.05, -0.79, 0.33, 0.47, 0.28, 0.64, 0.21, 0.28, 0.02, -1.15, 0.28, 0.63, 0.60, 0.54, 0.85, 0.38, 0.34, -0.37, 0.36, 0.47, 0.44, 0.77, 0.40, 0.71, 0.52, 0.38, 0.36, 0.27, 0.51, 0.38, 0.46, -0.65, 0.36, 0.51, 0.15, 0.16, 0.34, 1.14, -0.13, 0.84, 0.57, 0.17, -0.16, 0.65, 0.29, 0.15, 0.26, 0.43, 0.39, 0.35, 0.29, 0.49, -0.80, 0.39, 0.30, 0.43, 0.34, 0.39, 0.38, -0.18, 0.49, 0.19, 0.15, 0.38, 0.33, 0.48, 0.48, -0.92, 0.29, 0.40, -0.03, 0.41, 0.32, 0.29, 0.47, 0.18, 0.59, 0.42, 0.41, 0.44, -0.22, 0.51, 0.15, 0.26, 0.70, 0.30, 0.06, 0.02, 0.49, 0.45, 0.50, -0.56, 0.70, 0.44, 0.38, 0.51, 0.45, -0.51, 0.46, 0.46, -0.72, 0.37, 0.34, -0.18], "charge": 0, "max_force_ev_per_a": 3.8, "multiplicity": 1}



Number 1: energy -266894.6182 eV, HOMO -4.42 eV, frontier orbital gap 6.39 eV. Number 2: energy -111682.6568 eV, HOMO -7.52 eV, frontier orbital gap 8.04 eV.